1.
Entry from the OMol25 dataset: 8 unconnected molecules or ions with the total composition C3H23N2O7S in a non-equilibrium geometry (ωB97M-V/def2-TZVPD).

Computed properties:
**Charge**: -1
**Energy above the lowest of the compared OMol25 structures with the same formula, charge and spin**: 0.0 kJ/mol

```
36
Properties=species:S:1:pos:R:3:lowdin_charge:R:1
N -1.18 -0.90 -1.50 0.010
C -0.41 -1.56 -0.41 -0.475
C -0.10 -3.04 -0.79 -0.711
S 1.16 -3.18 -2.05 0.323
C -1.11 -1.43 0.96 -0.203
N -0.75 -0.13 1.63 -0.012
H -0.48 -0.53 -2.16 0.080
H -1.96 -1.36 -1.91 0.069
H 0.50 -0.86 -0.34 0.125
H 0.39 -3.37 0.15 0.033
H -1.12 -3.58 -0.96 0.088
H -2.20 -1.48 0.84 0.110
H -0.64 -2.05 1.73 0.105
H -1.23 0.60 1.12 0.019
H 0.25 0.03 1.60 0.066
H -2.70 2.23 0.64 -0.013
H -3.04 1.28 1.86 0.028
O -2.99 2.22 1.57 -0.100
H -0.48 1.30 3.34 0.011
H -0.30 0.08 4.15 0.015
O -0.15 1.03 4.22 -0.105
H 2.93 -0.21 0.64 -0.036
H 3.51 -1.54 1.13 0.050
O 2.88 -0.82 1.38 -0.088
H -2.48 2.31 -1.59 0.077
H -1.96 0.85 -1.36 0.038
O -1.88 1.79 -0.99 -0.135
H 0.21 3.63 -1.81 0.008
H -0.64 3.77 -0.54 0.062
O -0.16 4.31 -1.26 -0.101
H 1.98 -1.38 -1.77 -0.108
H 3.36 -0.94 -2.47 0.042
O 2.47 -0.65 -2.28 -0.177
H 3.24 1.87 -0.91 0.028
H 2.37 0.57 -1.30 -0.008
O 2.71 1.16 -0.56 -0.114
```

=====

2.
Entry from the OMol25 dataset: C5H9NO2 in the gas phase in a non-equilibrium geometry (ωB97M-V/def2-TZVPD).

Computed properties:
**Charge**: 0
**Structure (SMILES)**: CN[C@@H](C=O)CC=O
**Energy above the lowest of the compared OMol25 structures with the same formula, charge and spin**: 218.6 kJ/mol

```
17
Properties=species:S:1:pos:R:3:lowdin_charge:R:1
C 0.87 -0.21 -2.15 -0.115
N 1.03 -0.46 -0.71 -0.112
C -0.16 -0.18 0.13 -0.343
C 0.23 0.39 1.48 -0.082
C -0.79 1.44 1.93 -0.259
O -0.69 2.17 2.87 0.067
C -1.02 -1.42 0.03 -0.216
O -2.14 -1.51 0.44 0.070
H -0.15 -0.17 -2.52 0.078
H 1.35 0.76 -2.34 0.080
H 1.31 -1.05 -2.70 0.076
H 1.90 -0.06 -0.41 0.095
H -0.74 0.60 -0.39 0.137
H 0.14 -0.46 2.19 0.140
H 1.19 0.90 1.46 0.123
H -1.73 1.46 1.33 0.130
H -0.59 -2.20 -0.64 0.129
```

=====

3.
Entry from the OMol25 dataset: a molecular structure, C39H54AuBN5O4 in a non-equilibrium geometry (ωB97M-V/def2-TZVPD).

Computed properties:
**Charge**: -1

```
104
Properties=species:S:1:pos:R:3:lowdin_charge:R:1
Au 0.00 -0.15 -0.77 0.817
C -4.11 1.86 1.98 -0.055
C -2.94 1.70 2.96 -0.370
C -3.26 2.36 4.30 -0.062
C -2.62 0.23 3.14 -0.129
C -3.59 -0.62 3.64 -0.046
C -3.32 -1.96 3.84 -0.081
C -2.07 -2.46 3.52 -0.045
C -1.08 -1.64 3.00 -0.126
C 0.31 -2.18 2.72 -0.367
C 0.98 -2.66 4.01 -0.059
C 0.26 -3.31 1.69 -0.069
C -1.36 -0.28 2.80 -0.121
N -0.36 0.59 2.32 -0.002
B 0.20 0.80 1.00 -0.629
N 1.08 1.91 1.22 0.009
C 1.04 2.29 2.56 -0.080
C 0.18 1.50 3.21 -0.082
C 1.81 2.71 0.31 -0.118
C 2.97 2.24 -0.30 -0.124
C 3.71 3.11 -1.09 -0.034
C 3.30 4.41 -1.31 -0.072
C 2.12 4.85 -0.75 -0.046
C 1.37 4.02 0.07 -0.131
C 0.09 4.55 0.66 -0.371
C 0.36 5.74 1.59 -0.063
C -0.88 4.96 -0.45 -0.056
C 3.44 0.81 -0.14 -0.376
C 4.70 0.74 0.73 -0.058
C 3.69 0.20 -1.52 -0.057
H -4.33 2.92 1.83 0.075
H -5.00 1.38 2.37 0.069
H -3.86 1.41 1.03 0.085
H -2.07 2.20 2.53 0.117
H -4.15 1.92 4.74 0.070
H -3.43 3.43 4.16 0.074
H -2.44 2.23 5.00 0.071
H -4.57 -0.24 3.90 0.105
H -4.08 -2.62 4.23 0.097
H -1.86 -3.51 3.69 0.104
H 0.90 -1.36 2.29 0.115
H 0.45 -3.52 4.42 0.070
H 0.99 -1.87 4.75 0.078
H 2.00 -2.96 3.81 0.073
H -0.40 -4.11 2.01 0.073
H 1.26 -3.71 1.55 0.063
H -0.10 -2.91 0.74 0.050
H 1.65 3.09 2.94 0.119
H -0.08 1.49 4.25 0.119
H 4.63 2.76 -1.53 0.106
H 3.90 5.07 -1.92 0.098
H 1.78 5.85 -0.96 0.104
H -0.39 3.77 1.25 0.116
H 0.79 6.57 1.03 0.070
H 1.06 5.46 2.38 0.069
H -0.56 6.08 2.06 0.073
H -0.46 5.77 -1.05 0.069
H -1.82 5.31 -0.03 0.073
H -1.07 4.12 -1.10 0.085
H 2.65 0.23 0.34 0.089
H 5.52 1.29 0.28 0.071
H 5.01 -0.30 0.85 0.070
H 4.51 1.15 1.72 0.074
H 4.53 0.68 -2.03 0.073
H 2.80 0.31 -2.14 0.054
H 3.93 -0.85 -1.43 0.046
O 1.23 1.56 -4.97 -0.014
C 0.49 1.09 -4.10 -0.662
O 0.82 0.51 -3.05 -0.135
C -1.03 1.21 -4.39 -0.096
C -1.47 1.93 -5.50 -0.012
C -2.81 2.01 -5.82 -0.073
C -3.75 1.36 -5.04 -0.016
C -3.31 0.64 -3.93 -0.162
C -1.96 0.57 -3.60 0.048
N -4.27 -0.05 -3.13 -0.352
O -3.88 -0.91 -2.35 0.053
O -5.46 0.24 -3.26 0.048
H -0.72 2.39 -6.13 0.112
H -3.14 2.58 -6.68 0.099
H -4.80 1.40 -5.27 0.109
H -1.63 0.01 -2.74 0.061
C 1.38 -6.40 -0.61 -0.074
C 1.33 -5.69 -1.97 -0.220
N 1.04 -4.28 -1.90 -0.098
C 2.16 -3.37 -2.01 -0.198
C 3.03 -3.32 -0.76 -0.069
C -0.23 -3.79 -1.89 -0.446
C -1.36 -4.81 -1.92 -0.005
N -0.44 -2.53 -1.87 0.088
H 1.44 -7.47 -0.75 0.069
H 0.50 -6.17 -0.03 0.058
H 2.25 -6.08 -0.04 0.053
H 0.59 -6.19 -2.61 0.104
H 2.30 -5.80 -2.47 0.119
H 1.76 -2.38 -2.22 0.092
H 2.78 -3.69 -2.86 0.119
H 2.55 -2.73 0.02 0.059
H 3.99 -2.87 -0.99 0.059
H 3.23 -4.32 -0.37 0.051
H -1.39 -5.29 -2.89 0.082
H -2.30 -4.29 -1.76 0.081
H -1.26 -5.57 -1.15 0.068
H -1.43 -2.30 -1.92 0.033
```

=====

Per-record molar mass, g mol⁻¹: 231.29; 115.13; 864.67
Per-record electronic energy, eV: -31633.5127; -10914.3098; -61331.5781
Per-record Kohn-Sham gap, eV: 6.34; 9.89; 6.99